[1]
The following is a DFT calculation (ωB97M-V/def2-TZVPD) of a structure of composition C35H26F12N2O6PSc.

CARTESIAN COORDINATES (ANGSTROEM)
Sc -0.1214 0.3247 -0.4607
P -0.6029 1.6344 -2.9099
F -0.0152 -3.9929 -2.9847
F 4.3305 -0.5404 -1.9085
F -0.7251 -2.1624 -3.8825
F 3.7922 2.0511 -1.7594
F 3.1754 -1.8986 -0.6993
F 4.8580 -0.8613 0.1662
F -3.2001 -2.0032 -2.7290
F 0.9541 -2.1171 -2.5281
F 2.9682 2.8072 0.0775
F -2.6878 -4.0789 -2.5476
F 4.8905 1.8061 0.0747
F -3.4007 -2.9777 -0.8209
O 1.8064 0.5274 -1.1106
O -3.8202 1.9567 5.5430
O -0.1733 2.2986 0.2802
O -1.2761 -1.0853 -1.3261
O -4.5184 -0.1828 5.3262
O -0.7323 3.7925 1.8518
N -1.6606 0.4401 1.2905
N 0.6920 -1.3517 0.5403
C 0.5178 -4.8688 1.6403
C -0.9332 -4.5796 -0.2026
C -2.3500 1.7687 3.1521
C 2.8615 0.4355 -0.2548
C 1.0169 -0.7996 2.8905
C 3.6377 1.7783 -0.4510
C 0.8270 1.3213 -4.0084
C -1.1717 -2.4268 -1.5156
C 0.0851 4.2085 -2.1549
C 0.8712 -3.5388 1.5567
C 0.3120 -2.6536 0.6082
C -3.8963 0.8447 4.9890
C -0.7363 3.4509 -2.9907
C 2.4447 0.2077 1.2194
C -3.1033 -0.4786 2.9464
C -2.6165 -2.8857 -1.9041
C -2.3804 -0.5774 1.7723
C -0.8502 6.2417 -3.0448
C -1.6244 4.1097 -3.8392
C 2.6667 0.8037 3.5825
C -1.9973 1.0354 -3.9242
C -0.6093 -3.2326 -0.3218
C -0.2341 -2.6876 -2.7321
C -0.8053 -6.8736 0.8334
C -1.6495 1.5930 1.9721
C 1.4118 -0.7058 1.5444
C 3.0540 0.9155 2.2587
C -0.7915 2.6837 1.3478
C -3.0957 0.7130 3.6638
C -0.4113 -5.4219 0.7702
C 3.3029 1.6587 4.6451
C 1.6245 -0.0671 3.8845
C 0.0301 5.5940 -2.1889
C 3.8077 -0.7257 -0.6792
C -1.6818 5.4969 -3.8674
H 0.9505 0.2416 -4.1084
H -2.3155 2.7136 3.6748
H 3.8587 1.6011 2.0371
H 0.7333 3.7139 -1.4425
H -2.9413 1.3148 -3.4548
H -2.3600 -1.4899 1.1873
H -1.9647 1.4146 -4.9482
H 0.9831 -5.4888 2.4011
H -3.6779 -1.3119 3.3268
H -1.6234 -5.0149 -0.9117
H 0.1830 -1.4459 3.1335
H 2.7526 2.5941 4.7742
H 0.6957 1.7788 -4.9913
H 1.7245 1.7005 -3.5216
H -0.5286 -7.3129 1.7937
H -0.3165 -7.4641 0.0518
H 1.6162 -3.1536 2.2392
H 1.2639 -0.1494 4.9042
H -1.8827 -7.0028 0.7095
H 4.3312 1.9144 4.3833
H 3.3146 1.1486 5.6098
H -0.9013 7.3239 -3.0573
H -2.3841 5.9907 -4.5287
H 0.6616 6.1647 -1.5200
H -2.2878 3.5454 -4.4820
H -1.9516 -0.0512 -3.9403

energy above the lowest of the compared OMol25 structures with the same formula, charge and spin = 0.00 kJ/mol
total charge = -2
calculated total energy = -4211.23363 a.u.

Mulliken atomic charge list, values in e, 4 entries: -1.21 1.97 -0.32 -0.29


[2]
The following is a DFT calculation (ωB97M-V/def2-TZVPD) of a structure of composition C42H30Cl5InN5OS2Sb.

CARTESIAN COORDINATES (ANGSTROEM)
Sb -0.6790 2.1986 1.8999
In 1.2237 -0.6190 -0.2892
Cl 2.9427 -1.8839 -3.0538
Cl 4.6322 -0.1681 -5.0465
Cl 4.4995 3.9244 -1.5368
Cl 5.4246 2.7390 -4.2672
Cl 2.7561 2.1570 0.3765
S -0.9413 0.3704 0.4239
S -0.1641 -3.0633 -2.5039
O 0.0637 -1.7712 -1.7258
N 4.0509 -2.7203 2.4012
N 4.9342 -1.7671 2.0892
N 3.0987 -1.1178 1.1712
N 0.2316 -4.7025 2.6221
N 0.7109 -2.4744 1.0767
C 0.5021 1.5755 3.5613
C -0.7176 -4.1819 1.8533
C 2.9498 -2.3034 1.8273
C -4.5578 -3.9903 -1.8121
C -2.9469 2.3448 3.9488
C -0.7484 3.9633 -0.5396
C -1.9058 -3.4042 -2.2497
C -2.6722 2.3867 2.5882
C -0.1906 -0.8674 -5.9046
C -0.4860 -3.0547 1.0760
C -3.6752 2.6167 1.6534
C 1.3362 2.4448 4.2511
C 4.3652 -0.8102 1.3484
C 3.1723 1.5974 -1.1996
C -0.3021 3.9687 0.7732
C -4.2501 2.5480 4.3793
C 0.9003 -0.1492 5.1743
C 4.0586 0.5187 -3.5870
C -0.1945 -1.2160 -4.5628
C -0.2409 -1.8539 -6.8800
C -0.3124 -3.1934 -6.5212
C 4.4151 1.8231 -3.2376
C -2.8155 -2.3643 -2.1422
C -2.2956 -4.7307 -2.1355
C -5.2557 2.7908 3.4554
C 1.6680 -2.9907 1.8491
C 0.5805 6.1704 0.5129
C 0.3477 5.0654 1.3189
C -4.1489 -2.6658 -1.9208
C 0.1622 6.1714 -0.8099
C 1.4175 -4.1172 2.6326
C 1.9517 2.0043 5.4149
C 0.2786 0.2795 4.0111
C -0.3150 -3.5530 -5.1833
C -0.5153 5.0774 -1.3320
C -0.2497 -2.5552 -4.2231
C 1.7308 0.7148 5.8777
C 3.2461 -0.2245 -2.7325
C 2.7455 0.3287 -1.5602
C -4.9733 2.8160 2.0955
C -3.6343 -5.0209 -1.9155
C 3.9954 2.3600 -2.0186
H 2.5916 2.6776 5.9691
H -0.3555 -3.9616 -7.2808
H -0.1409 0.1766 -6.1826
H -2.4818 -1.3372 -2.2261
H -0.1507 -0.4616 -3.7874
H -4.8709 -1.8653 -1.8340
H -3.4514 2.6339 0.5928
H 5.8904 -1.8421 2.4022
H -5.7626 3.0006 1.3794
H 4.8666 0.0654 0.9697
H -1.2735 3.1043 -0.9420
H 1.5051 3.4547 3.8995
H -0.8641 5.0858 -2.3559
H 2.1993 0.3830 6.7943
H 0.3581 7.0307 -1.4366
H -2.1557 2.1572 4.6656
H -1.5612 -5.5228 -2.2229
H -4.4764 2.5257 5.4367
H -6.2667 2.9689 3.7957
H -5.6013 -4.2199 -1.6444
H 2.1870 -4.5382 3.2673
H -3.9496 -6.0507 -1.8174
H 0.7184 -1.1506 5.5419
H -0.3865 -0.3842 3.4680
H -0.3727 -4.5943 -4.8875
H -1.6797 -4.6778 1.8577
H -0.2219 -1.5776 -7.9254
H -1.2516 -2.6092 0.4529
H 1.0929 7.0305 0.9225
H 0.6614 5.0763 2.3552

energy above the lowest of the compared OMol25 structures with the same formula, charge and spin = 90.04 kJ/mol
total charge = +2
calculated total energy = -5494.76306 a.u.

Mulliken atomic charge list, values in e, 4 entries: 1.19 0.97 -0.11 -0.16


[3]
The following is a DFT calculation (ωB97M-V/def2-TZVPD) of the molecule C7H12N2 in a non-equilibrium geometry.

CARTESIAN COORDINATES (ANGSTROEM)
N 0.3766 0.2966 -2.0457
N -0.8388 1.1081 1.4909
C 0.5528 1.2545 -0.6578
C -0.0419 -0.9165 -1.4715
C 0.8401 -1.0824 -0.2002
C 1.2616 0.2712 0.4622
C 0.2390 0.0898 1.5013
C -0.0996 -1.4948 1.0137
C -0.9715 1.5568 -0.0303
H 2.3912 0.6452 0.8176
H -0.7872 0.5008 -2.4165
H -1.0054 -1.0668 -1.0297
H 0.1520 -2.3636 1.7637
H 1.6438 -1.9368 -0.3083
H -1.7690 1.1123 1.8345
H 0.2126 -1.8588 -2.2089
H -1.1719 -1.7477 0.7494
H 1.2242 2.0786 -1.0854
H 0.6648 0.4097 2.5938
H -1.5556 0.6190 -0.4834
H -1.3179 2.5249 -0.2895

energy above the lowest of the compared OMol25 structures with the same formula, charge and spin = 565.15 kJ/mol
total charge = 0
calculated total energy = -383.20796 a.u.

Mulliken atomic charge list, values in e, 4 entries: -0.61 -0.46 0.01 -1.24


[4]
The following is a DFT calculation (ωB97M-V/def2-TZVPD) of a cluster of 2 separate species, C12H30BrN3OP2 in total in a non-equilibrium geometry.

CARTESIAN COORDINATES (ANGSTROEM)
Br 3.4550 -1.0358 1.0862
P 3.4784 4.3558 0.1646
P -1.7343 -1.9743 -1.3900
O -1.1129 -1.7578 -2.7137
N -0.6331 -3.0481 -0.6227
N -3.0957 -2.6674 -0.7388
N -1.8781 -0.4350 -0.6873
C -2.3464 0.6032 -1.5983
C 1.6662 4.1008 -0.0778
C -3.2519 -4.1183 -0.7030
C 0.0022 -2.7539 0.6472
C -4.2373 -1.9281 -0.2126
C -1.3055 0.0562 0.5462
C 1.0589 4.0808 2.3921
C 2.8757 0.6984 0.4175
C 0.7290 4.1443 1.1045
C 4.0487 1.6616 0.1782
C 4.0143 2.8737 1.1381
C 0.2823 -3.7435 -1.5235
H -4.3845 -0.9779 -0.7162
H -0.3260 4.2612 0.8606
H -2.3051 1.5745 -1.1058
H 0.2947 3.8375 3.1217
H -4.2727 -4.3985 -0.9703
H 2.1947 1.0749 1.1762
H -5.1535 -2.5033 -0.3555
H 5.0081 3.1109 1.5153
H -2.5884 -4.6071 -1.4113
H 1.3488 4.8209 -0.8346
H -3.0313 -4.5053 0.2953
H 0.6318 -1.8611 0.6052
H 0.6261 -4.6581 -1.0332
H -1.9644 0.8119 0.9852
H -0.7372 -2.6471 1.4442
H 3.9858 1.9986 -0.8600
H 0.6371 -3.5897 0.9475
H -0.2216 -4.0312 -2.4425
H 1.1566 -3.1411 -1.7967
H 1.5769 3.1017 -0.5184
H -1.2268 -0.7221 1.2964
H 2.0442 4.3169 2.7766
H 3.6038 5.4572 1.0418
H 4.9940 1.1323 0.2770
H -0.3148 0.5090 0.4066
H 2.3326 0.5178 -0.5061
H -1.7419 0.6566 -2.5065
H -4.1171 -1.7422 0.8584
H -3.3853 0.4354 -1.9038
H 3.3194 2.6547 1.9460

total charge = 0
calculated total energy = -3971.40426 a.u.

Mulliken atomic charge list, values in e, 4 entries: -0.22 -0.09 0.41 -0.86


[5]
The following is a DFT calculation (ωB97M-V/def2-TZVPD) of a cluster of 2 separate species, C4H3FS in total in a non-equilibrium geometry.

CARTESIAN COORDINATES (ANGSTROEM)
S -0.2231 2.4935 0.3417
F -2.5514 -1.0963 0.0989
C -0.5157 -2.1944 0.8679
C 0.8139 1.2753 -0.3071
C 1.3744 0.4896 -0.9872
C -1.4407 -1.5789 0.5060
H 1.8157 -0.2288 -1.5559
H 0.2850 -2.7991 1.2723
H 0.4420 3.6391 -0.2366

energy above the lowest of the compared OMol25 structures with the same formula, charge and spin = 452.54 kJ/mol
total charge = 0
calculated total energy = -652.06852 a.u.

Mulliken atomic charge list, values in e, 4 entries: -0.24 -0.24 -0.30 -0.36


[6]
The following is a DFT calculation (ωB97M-V/def2-TZVPD) of a structure of composition C26H64Cd2F6N4O8PS2 in a non-equilibrium geometry.

CARTESIAN COORDINATES (ANGSTROEM)
Cd 30.6951 33.2571 34.5118
Cd 29.4033 37.1770 37.7739
S 30.0868 35.4536 35.9288
S 31.2032 39.7425 32.4587
P 25.8959 38.7566 38.2336
F 26.2303 38.9544 39.8323
F 25.6358 38.4690 36.6862
F 25.3572 37.2771 38.5969
F 24.4509 39.3974 38.4342
F 26.5858 40.1646 37.9179
F 27.4332 38.0553 38.0683
O 31.2238 38.4315 33.4119
O 32.0790 40.7335 32.9807
O 30.8799 35.9983 37.0250
O 29.8731 40.0593 32.0435
O 29.7389 34.0391 36.1358
O 30.9077 35.3083 34.6947
O 31.9358 38.9828 31.2068
O 28.9416 36.3539 35.9905
N 28.7327 32.2642 33.7350
N 30.3696 39.0773 37.2299
N 29.1845 36.0603 39.6697
N 32.3740 32.3888 35.5640
C 32.0449 31.2974 36.5280
C 27.8780 31.8741 34.8817
C 29.5869 40.8834 35.5044
C 31.8529 37.3102 32.8095
C 33.8654 34.4944 35.3927
C 29.3647 39.5117 36.1845
C 26.7126 30.9365 34.5543
C 28.1324 36.5759 40.5718
C 27.5319 34.5551 38.4650
C 30.5073 36.0379 40.3136
C 32.7576 38.3050 37.4156
C 29.5174 40.5759 39.0620
C 33.2358 31.7325 34.5245
C 30.9848 37.3734 40.8838
C 34.6548 31.2650 34.9192
C 31.6113 38.7759 36.4872
C 29.8640 29.9764 33.5607
C 28.8500 34.6898 39.2491
C 27.9052 35.8645 41.9121
C 33.1702 33.4445 36.2398
C 27.9254 34.6389 33.3020
C 30.6733 40.2422 38.1110
C 32.5690 37.7766 31.5468
C 30.9985 31.6305 37.5783
C 29.0833 31.1045 32.8800
C 28.0218 33.1956 32.8236
H 29.8567 41.1695 39.9090
H 31.7392 30.3913 36.0043
H 28.7536 35.3017 33.0398
H 27.2062 35.4509 37.9338
H 30.9888 41.0947 37.5159
H 27.5550 33.7391 37.7477
H 33.5790 37.8285 36.8759
H 29.0316 39.6680 39.4221
H 28.9760 40.9771 34.6103
H 28.4901 31.3760 35.6360
H 32.5390 33.9291 36.9872
H 33.6154 37.9824 31.7955
H 26.0164 31.3802 33.8390
H 33.9331 32.9466 36.8493
H 31.4700 39.9539 38.7930
H 30.2888 29.3540 32.7788
H 28.7971 34.0358 40.1262
H 28.1811 30.6503 32.4584
H 28.3351 39.4858 36.5187
H 26.9142 29.9679 34.0985
H 34.4326 35.2254 35.9567
H 32.4298 37.0945 30.7115
H 31.1402 31.0379 38.4804
H 31.3268 38.0386 40.0925
H 26.1732 30.7733 35.4870
H 27.4501 32.7474 35.3685
H 35.2068 30.9559 34.0332
H 30.6224 40.9586 35.1644
H 34.6352 30.4524 35.6415
H 32.9804 31.0542 37.0381
H 31.1797 32.6623 37.8865
H 34.5850 34.0171 34.7154
H 31.9977 39.6638 35.9827
H 33.2550 39.1195 37.9424
H 31.8736 37.1360 41.4740
H 32.4083 37.5886 38.1588
H 31.4787 37.9998 35.7443
H 30.5735 35.2829 41.1064
H 29.6074 31.4210 31.9772
H 28.2348 37.6549 40.6950
H 29.6651 34.3075 38.6378
H 31.2563 35.6918 39.5942
H 33.1833 34.9114 34.6510
H 27.2854 36.5326 42.5051
H 27.4377 34.8872 41.8113
H 29.9604 31.5612 37.2618
H 32.7539 30.8302 34.1504
H 32.5569 36.9133 33.5395
H 28.7471 41.1623 38.5618
H 27.0320 32.8097 32.5614
H 30.2774 37.8103 41.5837
H 27.8472 34.7403 34.3847
H 31.1692 36.4919 32.5876
H 29.2078 29.4236 34.2321
H 28.8590 35.7289 42.4267
H 30.6513 30.3855 34.1995
H 29.4443 38.8465 35.3226
H 29.4368 41.7007 36.2078
H 28.4540 33.2149 31.8195
H 26.7261 34.3574 39.1742
H 27.1930 36.5920 40.0174
H 33.3737 32.4187 33.6852
H 35.2411 32.0942 35.3163
H 27.0335 35.0969 32.8743

energy above the lowest of the compared OMol25 structures with the same formula, charge and spin = 192.01 kJ/mol
total charge = +1
calculated total energy = -3922.36691 a.u.

Mulliken atomic charge list, values in e, 4 entries: 2.13 3.15 1.92 1.21


[7]
The following is a DFT calculation (ωB97M-V/def2-TZVPD) of a cluster of 4 separate species, C32H70BrN4O8P2S in total in a non-equilibrium geometry.

CARTESIAN COORDINATES (ANGSTROEM)
Br -3.1585 -2.4735 -4.1040
S -2.5009 -3.1514 4.5601
P -7.1157 1.1371 -2.9821
P -4.9454 1.1140 -2.8766
O -7.5550 1.8397 -4.3259
O -2.3086 -1.5602 -1.6855
O 9.3281 -1.9691 -1.0858
O -7.6154 -0.3888 -2.9748
O -7.6691 1.8819 -1.8383
O -4.9886 4.6440 1.0538
O 6.9966 2.8653 -0.7766
O -5.0500 -3.8800 1.9801
N -5.1668 -1.1651 -1.0884
N 11.1229 -1.5334 0.1881
N 8.8899 4.0202 -1.0964
N -6.4174 -3.2766 3.6495
C 0.1542 0.2426 -2.4438
C -3.0820 -1.0308 -2.7195
C -2.8267 -1.5044 -0.3700
C -7.6592 -3.2224 4.4045
C -2.2601 0.0984 -3.3280
C -0.7825 -0.3173 -3.5403
C 2.5791 1.1175 -2.4565
C -1.9623 -2.3671 0.5258
C -5.3963 3.7280 2.0513
C -4.2051 -2.0937 -0.3965
C -5.0932 0.3738 1.0258
C -1.6268 -3.1382 2.9416
C -7.2915 -4.7244 1.8810
C 4.9030 0.7051 2.0145
C -4.5872 -0.6514 -2.4025
C -5.8696 -0.2417 -0.1321
C 8.9364 1.5750 -1.3177
C 5.4710 2.1300 2.2027
C 4.0032 1.3042 -0.3502
C 4.7073 0.2724 0.5600
C -4.5137 1.7755 0.7762
C 12.2511 -1.8474 1.0457
C 2.6852 0.7702 -0.9621
C -6.1651 -3.9315 2.4968
C 10.4137 -3.8626 -0.1075
C 1.1397 1.3314 -2.9311
C 10.2323 -2.3889 -0.3822
C -2.1677 -2.0508 2.0094
C -4.3804 2.6008 2.0618
C 10.2977 4.2083 -1.3934
C 8.1893 2.8576 -1.0416
C -6.0412 5.5439 0.7432
H -3.5702 1.6937 0.2369
H 9.3567 1.5824 -2.3238
H -7.9909 -2.1876 4.4951
H 11.3833 -4.2055 -0.4702
H 4.6756 2.8007 2.5171
H -0.4221 0.6523 -1.6146
H 5.6595 0.0166 0.1012
H 5.5560 0.0128 2.5416
H -5.5059 4.2065 3.0248
H -5.2305 2.3021 0.1515
H 3.7693 2.2256 0.1752
H -2.7816 -0.4814 0.0137
H -6.4680 5.9326 1.6677
H -6.8302 5.0533 0.1679
H -3.4263 -2.1864 4.4510
H 13.1755 -1.4920 0.5877
H -4.1786 -3.0010 -0.9918
H -6.6403 -0.8574 0.3264
H -4.5424 -2.3518 0.5997
H -5.1496 -1.1480 -3.1827
H 8.3312 4.8362 -0.9014
H 4.6731 1.5513 -1.1662
H 10.3343 -4.0677 0.9607
H -8.5891 -0.3699 -3.0576
H -4.4643 2.0001 2.9648
H -0.6659 -1.3938 -3.5225
H -8.1415 2.5698 -4.0469
H 8.2504 0.7383 -1.2356
H 2.9912 0.3131 -3.0637
H 10.4094 4.8436 -2.2733
H 10.7926 4.6941 -0.5508
H 10.7841 3.2583 -1.5847
H 3.1182 2.0372 -2.6713
H 9.7377 1.4402 -0.5897
H 12.1314 -1.3539 2.0116
H 4.1248 -0.6468 0.5830
H -3.2292 -1.9459 2.2144
H -2.6494 0.4041 -4.2903
H -4.3154 -0.2522 1.4551
H -7.6288 -5.5051 2.5622
H -8.1318 -4.0733 1.6357
H -2.2135 0.9307 -2.6263
H -0.5915 -2.9495 3.1951
H 10.9483 -0.5665 -0.0337
H 5.8231 2.4954 1.2447
H -0.9163 -2.2298 0.2632
H -3.3997 3.0745 2.0630
H -6.3484 3.2960 1.7162
H -6.9315 -5.1920 0.9695
H 1.0940 1.3865 -4.0171
H 3.9255 0.6406 2.4916
H -8.4373 -3.7989 3.9175
H -4.7547 1.9597 -1.7741
H -1.7617 -4.1221 2.5098
H 6.2646 2.1375 2.9407
H -0.4604 0.0463 -4.5079
H -1.6769 -1.1112 2.2542
H -5.8184 0.4971 1.8284
H 0.7776 2.2939 -2.5694
H -7.4974 -3.6237 5.4048
H -5.6182 -2.7801 4.0125
H 9.6333 -4.4091 -0.6272
H 1.8202 1.1700 -0.4356
H 12.3303 -2.9164 1.2074
H -5.6571 6.3706 0.1562
H -5.8979 -1.8212 -1.3609
H -2.1794 -3.4216 0.3514
H 0.7111 -0.5911 -2.0269
H 2.6720 -0.3132 -0.8884
H -6.4409 0.5357 -0.6293

total charge = +1
calculated total energy = -5736.96655 a.u.

Mulliken atomic charge list, values in e, 4 entries: -0.05 -0.20 0.93 -0.09


| no. | molar mass (g mol⁻¹) | LUMO energy (eV) |
| --- | --- | --- |
| 1 | 874.507 | 4.11 |
| 2 | 1098.713 | -5.44 |
| 3 | 124.187 | 0.96 |
| 4 | 374.244 | 0.69 |
| 5 | 102.133 | 0.52 |
| 6 | 994.738 | -3.58 |
| 7 | 812.851 | -2.56 |